one) {
  "formula": "C5H11N",
  "method": "ωB97M-V/def2-TZVPD",
  "s2": 0.97,
  "orbital_gap_ev": [8.253, 7.541],
  "charge": 1,
  "multiplicity": 2,
  "elements": ["C", "C", "C", "C", "C", "N", "H", "H", "H", "H", "H", "H", "H", "H", "H", "H", "H"],
  "positions_angstrom": [[-1.50045, -0.12069, 1.68354], [-1.65629, -0.25202, 0.15571], [-0.68487, 0.65883, -0.64103], [0.56950, -0.17249, -0.84878], [1.55742, -0.04651, 0.12719], [2.80337, -0.41572, -0.02771], [-0.44465, -0.36884, 1.86384], [-2.04661, -0.92779, 2.16136], [-1.70074, 0.90826, 1.95732], [-1.36915, -1.26913, -0.12098], [-2.68944, -0.04297, -0.11519], [-1.09298, 1.00910, -1.58585], [-0.28079, 1.55593, -0.16207], [0.61348, -0.90993, -1.64826], [1.32624, 0.66443, -2.34691], [3.12712, -0.38137, -0.99431], [3.46883, 0.11091, 0.54214]]
}

---

two) {
  "formula": "C5H11N",
  "method": "ωB97M-V/def2-TZVPD",
  "s2": 0.77,
  "orbital_gap_ev": [9.715, 9.269],
  "charge": 1,
  "multiplicity": 2,
  "elements": ["C", "C", "C", "C", "N", "C", "H", "H", "H", "H", "H", "H", "H", "H", "H", "H", "H"],
  "positions_angstrom": [[0.42354, -0.16512, 2.76759], [0.09779, 0.92940, 1.68546], [0.39680, 0.27907, 0.37062], [0.14980, 0.48550, -0.98101], [0.14287, -0.53163, -1.85629], [-0.88733, -0.62972, -2.86815], [-0.31653, 0.01367, 3.56482], [1.36710, 0.02846, 3.26705], [0.43102, -1.17127, 2.35488], [-0.93230, 1.22843, 1.81384], [0.78564, 1.78084, 1.85276], [1.32256, -0.32258, 0.43418], [-0.11862, 1.47762, -1.34236], [0.65101, -1.37528, -1.60294], [-1.57033, -1.43940, -2.64165], [-1.48145, 0.27908, -2.95606], [-0.46156, -0.86707, -3.86275]]
}

---

two) ends up most stable, edging out the next structure by 4.030 eV.